The following is a quantum chemistry calculation of a structure of composition C73H128F30N12O26S10 at a distorted geometry, from the OMol25 dataset.

Properties
Frontier orbital gap: 4.332 eV
Net charge: +2
Strongest force on any atom: 9.82 eV/A
HOMO energy: -11.94 eV
LUMO level: -7.611 eV

Last column: Mulliken charge in e.
Geometry (Å):
C 0.47 -1.43 0.17  -1.4647
C 1.51 -0.56 -0.42  1.0935
C 1.36 -0.11 -1.90  1.0147
N 2.41 0.85 -2.49  0.5701
C 3.82 0.76 -1.84  0.4280
C 4.46 -0.61 -2.21  -0.1607
C 4.69 -0.73 -3.72  -1.2153
C 3.35 -0.45 -4.48  0.2301
C 2.47 0.78 -4.01  -0.3649
C 1.91 2.22 -2.01  0.0709
H -0.54 -1.16 -0.12  0.0290
H 0.40 -1.53 1.25  0.5323
H 0.58 -2.40 -0.31  0.1224
H 2.51 -0.93 -0.20  0.0395
H 1.34 0.42 0.04  -0.5347
H 0.34 0.27 -2.00  0.2474
H 1.34 -0.97 -2.58  -0.5853
H 3.70 0.93 -0.77  -0.5059
H 4.60 1.45 -2.17  0.1212
H 3.75 -1.41 -1.99  -0.0180
H 5.36 -0.85 -1.64  0.2573
H 5.02 -1.72 -4.04  0.5666
H 5.42 0.03 -4.01  0.3855
H 2.77 -1.35 -4.32  -0.5477
H 3.55 -0.29 -5.54  0.5381
H 1.45 0.68 -4.37  0.0713
H 2.81 1.79 -4.24  0.3785
H 1.79 2.23 -0.93  -0.2163
H 0.89 2.31 -2.39  -0.0430
H 2.60 2.99 -2.35  0.0135
C -2.23 6.95 6.03  -1.4831
C -2.25 5.59 5.24  1.2014
C -2.04 5.82 3.75  -0.7749
C -0.61 6.16 3.42  -1.3040
C 0.30 4.99 3.86  -0.7133
C 0.22 4.60 5.39  1.2818
N -1.24 4.58 5.74  1.1898
O -1.52 3.94 6.97  -0.2910
C 0.99 5.58 6.29  -1.5602
C 0.96 3.21 5.48  -1.9027
C -3.66 4.94 5.37  -1.6457
H -2.69 6.83 7.01  0.4193
H -2.72 7.72 5.44  0.3523
H -1.22 7.30 6.25  0.3040
H -2.67 6.63 3.39  0.6509
H -2.25 4.87 3.25  -0.0768
H -0.30 7.04 3.99  0.6654
H -0.42 6.39 2.37  0.3717
H 1.35 5.21 3.66  0.5769
H 0.10 4.09 3.28  0.0636
H 0.91 5.37 7.36  0.3372
H 0.63 6.60 6.09  0.3587
H 2.03 5.51 5.98  0.4635
H 2.05 3.25 5.42  0.3427
H 0.58 2.37 4.89  0.2693
H 0.91 2.69 6.44  0.5794
H -3.97 4.68 6.38  0.4996
H -3.74 4.07 4.71  0.1695
H -4.46 5.59 5.00  0.4179
C -2.12 -8.52 4.76  -1.4492
C -2.30 -7.07 5.31  1.2477
C -0.84 -6.62 5.73  -1.3437
C -0.72 -5.06 5.79  -0.9821
C -1.11 -4.41 4.45  -0.6668
C -2.50 -4.77 3.85  1.8238
N -2.83 -6.27 4.09  1.4265
O -3.98 -6.73 3.49  -0.3557
C -2.37 -4.44 2.37  -1.5398
C -3.61 -3.96 4.61  -1.3514
C -3.23 -7.01 6.51  -1.5872
H -1.63 -8.59 3.78  0.2183
H -3.09 -8.99 4.63  0.4174
H -1.50 -9.11 5.43  0.4499
H -0.09 -7.04 5.06  0.3655
H -0.48 -7.11 6.63  0.5910
H 0.28 -4.78 6.14  0.5885
H -1.26 -4.67 6.66  0.1657
H -0.34 -4.56 3.70  0.3885
H -0.96 -3.34 4.62  0.2038
H -3.28 -4.52 1.79  0.4713
H -1.60 -5.11 1.98  0.0303
H -2.09 -3.40 2.19  -0.0086
H -3.54 -4.05 5.69  0.2955
H -4.59 -4.05 4.15  0.4578
H -3.36 -2.91 4.52  0.0397
H -3.06 -6.06 7.02  0.3194
H -3.02 -7.74 7.29  0.4518
H -4.28 -6.94 6.21  0.3152
C 7.17 1.39 3.38  -1.6078
C 7.79 -0.05 3.60  1.6633
C 6.83 -1.12 3.11  -1.6349
C 6.79 -1.29 1.50  0.1559
C 8.17 -1.50 0.97  -1.5123
C 9.29 -0.47 1.37  1.9162
N 9.17 -0.13 2.88  0.7183
O 10.29 0.20 3.62  -0.2633
C 9.15 0.83 0.55  -1.7264
C 10.64 -1.08 1.09  -1.7490
C 8.00 -0.39 5.06  -1.7567
H 7.00 1.57 2.32  0.0837
H 7.79 2.23 3.68  0.5180
H 6.22 1.54 3.91  0.4979
H 5.82 -0.94 3.47  0.4913
H 7.20 -2.11 3.40  0.4653
H 6.34 -0.41 1.06  -0.3310
H 6.18 -2.18 1.31  0.6266
H 8.08 -1.65 -0.11  0.4075
H 8.46 -2.44 1.44  0.4636
H 9.63 0.78 -0.43  0.5564
H 9.68 1.68 0.98  0.4244
H 8.10 1.09 0.40  0.0281
H 10.74 -2.05 1.58  0.4352
H 11.49 -0.43 1.27  0.4324
H 10.73 -1.22 0.01  0.4216
H 7.11 -0.08 5.61  0.4054
H 8.75 0.26 5.51  0.4678
H 8.24 -1.44 5.28  0.4397
C 2.10 7.10 -5.23  -1.7039
C 2.87 6.41 -4.14  1.9606
C 3.66 5.13 -4.67  -0.2523
C 4.97 5.47 -5.30  -1.4099
C 6.00 6.34 -4.51  -0.4309
C 5.30 7.68 -4.19  0.9059
N 3.91 7.47 -3.62  1.0374
O 3.44 8.38 -2.73  -0.3562
C 5.28 8.48 -5.52  -1.5624
C 6.21 8.36 -3.14  -1.5830
C 2.04 5.95 -2.98  -1.5709
H 2.54 7.07 -6.23  0.3996
H 1.87 8.14 -5.03  0.4548
H 1.14 6.62 -5.41  0.4193
H 2.98 4.65 -5.37  0.9298
H 3.82 4.38 -3.89  -0.5118
H 4.86 6.09 -6.19  0.4723
H 5.42 4.58 -5.75  0.4598
H 6.84 6.58 -5.15  0.6862
H 6.39 5.85 -3.62  -0.2708
H 6.13 8.51 -6.20  0.3426
H 5.20 9.56 -5.36  0.4322
H 4.37 8.28 -6.10  0.3450
H 7.21 8.52 -3.54  0.4000
H 6.18 7.74 -2.24  0.2417
H 5.68 9.24 -2.77  0.4631
H 2.68 5.69 -2.14  0.1976
H 1.53 5.03 -3.26  0.1483
H 1.28 6.62 -2.57  0.4610
C -8.35 3.34 -0.48  -1.8451
C -7.43 2.17 -0.83  1.6163
C -8.24 0.84 -1.01  -1.5223
C -7.58 -0.31 -1.83  -0.1594
C -7.28 0.18 -3.18  -1.4302
C -6.27 1.39 -3.14  1.5757
N -6.86 2.47 -2.28  0.5674
O -6.17 3.71 -2.41  -0.1758
C -6.15 1.93 -4.64  -1.6924
C -4.88 0.99 -2.59  -0.3251
C -6.23 1.99 0.23  -1.6325
H -8.87 3.01 0.43  0.3934
H -9.06 3.62 -1.25  0.4872
H -7.81 4.29 -0.43  0.4120
H -9.19 1.16 -1.44  0.4766
H -8.55 0.50 -0.02  0.5061
H -8.43 -0.99 -1.93  0.4930
H -6.82 -0.78 -1.20  0.1770
H -8.22 0.45 -3.67  0.3940
H -6.83 -0.61 -3.79  0.3754
H -5.47 2.78 -4.71  0.3276
H -7.10 2.27 -5.05  0.4733
H -5.71 1.23 -5.35  0.3706
H -4.46 1.83 -2.04  -0.4201
H -4.21 0.81 -3.43  0.0961
H -4.89 0.02 -2.08  0.1628
H -5.48 1.22 0.08  0.2121
H -6.65 1.85 1.22  0.6512
H -5.65 2.92 0.26  0.4124
C -6.14 -4.32 -1.87  -2.1745
C -5.20 -5.50 -2.22  2.3539
C -6.00 -6.83 -2.14  -1.6297
C -5.44 -8.14 -2.70  -0.1868
C -5.02 -7.89 -4.20  -1.7155
C -4.11 -6.62 -4.46  1.8203
N -4.77 -5.46 -3.73  0.4110
O -4.34 -4.16 -4.11  -0.1024
C -4.21 -6.37 -5.97  -1.7923
C -2.69 -6.74 -3.85  -1.3716
C -3.93 -5.37 -1.40  -0.2561
H -5.70 -3.39 -2.24  0.4480
H -6.41 -4.29 -0.81  0.4360
H -7.06 -4.31 -2.44  0.5335
H -6.98 -6.77 -2.59  0.4282
H -6.16 -6.97 -1.07  0.3832
H -6.12 -8.96 -2.49  0.5878
H -4.58 -8.44 -2.10  -0.0835
H -5.96 -7.87 -4.77  0.4387
H -4.52 -8.75 -4.64  0.6527
H -5.25 -6.16 -6.24  0.4597
H -4.07 -7.37 -6.38  0.4827
H -3.52 -5.67 -6.44  0.2946
H -2.20 -5.77 -3.75  0.2091
H -2.10 -7.35 -4.54  0.5714
H -2.71 -7.26 -2.89  0.1452
H -3.30 -4.59 -1.83  -0.0225
H -3.51 -6.37 -1.31  -0.3650
H -3.94 -4.99 -0.38  0.1830
C -3.01 -1.01 7.73  0.4257
F -4.23 -1.48 7.39  -0.2130
F -2.98 -0.59 8.98  -0.1692
F -2.08 -1.92 7.44  -0.1876
S -2.63 0.52 6.51  1.0166
O -3.59 1.49 6.98  -0.6392
O -1.17 0.96 6.71  -0.5506
N -3.05 -0.15 4.96  -0.4527
S -2.03 0.47 3.98  0.7916
O -2.00 1.96 4.10  0.0536
O -0.70 -0.18 3.77  -0.6985
C -2.98 0.23 2.21  0.1211
F -3.57 -1.02 2.09  -0.2018
F -3.91 1.17 2.05  -0.1321
F -2.12 0.39 1.23  -0.1139
C 0.19 -6.12 -0.10  0.3738
F -0.85 -6.04 -0.93  0.0684
F 1.29 -6.48 -0.78  -0.2182
F 0.35 -4.90 0.52  -0.1398
S -0.18 -7.46 1.31  1.1151
O 0.45 -8.68 0.87  -0.7013
O 0.43 -6.86 2.51  -0.7273
N -1.96 -7.40 1.51  0.0160
S -2.43 -8.61 0.74  0.6055
O -2.37 -8.47 -0.73  -0.6171
O -2.14 -9.94 1.35  -0.7152
C -4.38 -8.52 1.08  0.5377
F -4.58 -8.94 2.37  -0.2432
F -4.85 -7.27 0.88  -0.1680
F -4.99 -9.39 0.29  -0.2061
C 7.33 4.03 -1.05  0.4616
F 8.11 4.96 -1.60  -0.1857
F 6.99 3.18 -1.99  -0.1941
F 7.91 3.36 -0.04  -0.2144
S 5.74 5.00 -0.47  0.6132
O 6.14 6.10 0.39  -0.5848
O 5.17 5.52 -1.75  -0.4914
N 4.75 3.74 0.17  0.2308
S 4.44 4.09 1.66  0.5837
O 5.56 3.94 2.60  -0.6380
O 3.63 5.29 1.81  -0.6211
C 3.20 2.67 2.04  0.0795
F 1.91 2.93 1.66  0.1224
F 3.64 1.50 1.46  -0.0893
F 3.15 2.48 3.38  -0.1013
C -1.13 4.66 0.08  -0.1518
F 0.18 4.47 -0.15  -0.0029
F -1.57 4.04 1.23  0.0044
F -1.37 5.98 0.10  -0.2291
S -2.09 3.84 -1.39  1.1240
O -1.66 2.44 -1.37  -0.0467
O -3.50 3.99 -1.03  -0.5837
N -1.60 4.75 -2.79  -0.5401
S -1.69 3.76 -3.93  0.9552
O -0.44 3.24 -4.39  -0.6725
O -2.73 2.77 -3.85  -0.3313
C -2.32 4.87 -5.33  0.2691
F -1.36 5.62 -5.90  -0.1800
F -2.75 3.97 -6.32  -0.2366
F -3.35 5.66 -5.05  -0.2147
C 2.24 -4.53 -5.26  0.5970
F 1.39 -4.64 -6.25  -0.1921
F 2.90 -5.71 -5.06  -0.2149
F 3.11 -3.61 -5.66  -0.1947
S 1.34 -3.88 -3.59  0.6483
O 0.49 -4.97 -3.20  -0.2293
O 2.31 -3.48 -2.61  -0.5958
N 0.46 -2.42 -4.10  -0.2153
S -1.00 -2.84 -4.09  0.4837
O -1.37 -3.89 -5.07  -0.7202
O -1.50 -3.04 -2.77  -0.3672
C -1.89 -1.19 -4.80  0.2350
F -3.17 -1.29 -4.61  -0.1842
F -1.48 -0.01 -4.21  -0.0461
F -1.64 -1.08 -6.11  -0.2268